1.
{
  "formula": "C35H25Cl3N5O5RuS",
  "method": "the ωB97M-V functional and the def2-TZVPD basis",
  "spin_multiplicity": 6,
  "energy_ha": -3871.68318,
  "s_squared": 8.78,
  "total_charge": 2,
  "homo_ev": [-12.248, -12.926],
  "species": ["Ru", "C", "C", "N", "C", "C", "C", "C", "C", "C", "C", "C", "C", "N", "C", "H", "H", "H", "H", "H", "H", "H", "H", "O", "C", "C", "C", "C", "C", "C", "C", "O", "N", "O", "O", "H", "H", "H", "H", "Cl", "C", "C", "C", "C", "C", "C", "N", "C", "C", "N", "C", "O", "C", "C", "C", "Cl", "S", "C", "C", "C", "Cl", "C", "H", "H", "H", "H", "H", "H", "H", "H", "H", "H", "H", "H", "H"],
  "xyz": [[0.09042, 0.05171, 0.06522], [4.27145, -0.53703, -0.73288], [2.97996, -0.81434, -0.49508], [2.04284, 0.21745, -0.24631], [2.48134, 1.54458, -0.34717], [3.81826, 1.88548, -0.58223], [4.75810, 0.84080, -0.76962], [4.14571, 3.25506, -0.62872], [3.18177, 4.23598, -0.47635], [1.83066, 3.90113, -0.27912], [0.77337, 4.82444, -0.16531], [-0.51473, 4.37713, -0.01360], [-0.76153, 3.00048, 0.03172], [0.20069, 2.09871, -0.06415], [1.50252, 2.52157, -0.22226], [4.96186, -1.35027, -0.90032], [2.57781, -1.81577, -0.46144], [5.79912, 1.05462, -0.95261], [5.17657, 3.53593, -0.79292], [3.46158, 5.27938, -0.51956], [0.98157, 5.88536, -0.20309], [-1.34249, 5.06508, 0.06215], [-1.76674, 2.61056, 0.14427], [-1.94651, 0.08065, 0.24822], [-2.72040, -0.90035, 0.20366], [-2.33913, -2.26651, 0.03924], [-3.37362, -3.22250, 0.04787], [-3.05014, -4.54518, -0.10844], [-1.73523, -4.96687, -0.28320], [-0.70903, -4.04248, -0.29732], [-0.99964, -2.68849, -0.13306], [0.01666, -1.82220, -0.14262], [-4.13108, -5.55381, -0.09154], [-5.25224, -5.13856, 0.07703], [-3.80026, -6.70442, -0.23796], [-3.78708, -0.67798, 0.29591], [-4.40836, -2.93353, 0.17301], [-1.53837, -6.02250, -0.41093], [0.31613, -4.35089, -0.43645], [7.37854, -3.13175, 8.41252], [6.09940, -2.34384, 7.55986], [6.11900, -2.29608, 6.17336], [5.08719, -1.64590, 5.51805], [4.03388, -1.05016, 6.20660], [2.96430, -0.34320, 5.41156], [1.59778, -1.02031, 5.44541], [0.83471, -0.45015, 4.34067], [-0.05694, 0.58775, 4.42488], [-0.43648, 0.86664, 3.14785], [0.22920, 0.01189, 2.29480], [0.98066, -0.75994, 3.05379], [2.79393, 1.00917, 5.81081], [3.14644, 1.95258, 4.80701], [4.54969, 1.77973, 4.32170], [4.91220, 1.16363, 3.16172], [3.84595, 0.51524, 1.95126], [6.60234, 1.06945, 2.93029], [6.86952, 1.89797, 4.40602], [5.70660, 2.21162, 5.03580], [4.04317, -1.13010, 7.59503], [2.75506, -0.44590, 8.54475], [5.06481, -1.76522, 8.27983], [6.93253, -2.74837, 5.62621], [5.11057, -1.58064, 4.43632], [3.29793, -0.35929, 4.36618], [1.07119, -0.78936, 6.36850], [1.66505, -2.10355, 5.34425], [-0.32790, 1.02452, 5.36799], [-1.13376, 1.60650, 2.79833], [1.63567, -1.54025, 2.70490], [3.01298, 2.92231, 5.28532], [2.45478, 1.88597, 3.95666], [7.87594, 2.10204, 4.72926], [5.65821, 2.71897, 5.98617], [5.05143, -1.81100, 9.35827]]
}



2.
{
  "formula": "C35H25N3O5PReS",
  "method": "the ωB97M-V functional and the def2-TZVPD basis",
  "spin_multiplicity": 2,
  "energy_ha": -2706.85867,
  "s_squared": 0.76,
  "total_charge": 1,
  "homo_ev": [-11.160, -11.170],
  "species": ["Re", "O", "C", "C", "C", "C", "C", "C", "C", "P", "C", "C", "C", "C", "C", "C", "C", "C", "C", "C", "C", "C", "H", "H", "H", "H", "H", "H", "H", "H", "H", "H", "H", "H", "H", "H", "O", "C", "C", "C", "C", "C", "C", "C", "N", "C", "C", "N", "H", "H", "H", "H", "H", "H", "H", "O", "S", "O", "N", "C", "O", "C", "C", "C", "C", "C", "C", "H", "H", "H", "H"],
  "xyz": [[-0.21389, 0.53664, -0.13686], [-1.56555, 1.68450, -2.12784], [-1.30325, 0.52166, -1.91717], [-1.77099, -0.62985, -2.73311], [-2.61217, -0.48242, -3.83081], [-3.03719, -1.61702, -4.50039], [-2.63352, -2.87980, -4.06350], [-1.79759, -3.01535, -2.96557], [-1.35497, -1.87019, -2.30834], [-0.31082, -1.81917, -0.83501], [1.28207, -2.59741, -1.16153], [1.36412, -3.83793, -1.80332], [2.60032, -4.38924, -2.09250], [3.76482, -3.71704, -1.73191], [3.69161, -2.50599, -1.06605], [2.45209, -1.94376, -0.78325], [-1.11626, -2.87704, 0.38881], [-0.33102, -3.63460, 1.25415], [-0.92327, -4.34000, 2.29378], [-2.29707, -4.28442, 2.47117], [-3.08669, -3.53076, 1.60701], [-2.50009, -2.82414, 0.56844], [-2.91882, 0.51075, -4.13874], [-3.69412, -1.52706, -5.35599], [-2.98231, -3.76562, -4.57947], [-1.52397, -4.00378, -2.62079], [0.46773, -4.38732, -2.06306], [2.65788, -5.34668, -2.59493], [4.73000, -4.14892, -1.96421], [4.59584, -1.99535, -0.75870], [2.40641, -1.01714, -0.23103], [0.74392, -3.67490, 1.11801], [-0.30980, -4.93053, 2.96208], [-2.75865, -4.83803, 3.27906], [-4.16167, -3.50228, 1.73806], [-3.12047, -2.24324, -0.10544], [0.88364, -0.26161, 1.23706], [0.56615, -0.91838, 2.39110], [1.59894, -1.58476, 3.03566], [1.36785, -2.25100, 4.22236], [0.08744, -2.28011, 4.77997], [-0.93414, -1.62457, 4.13636], [-0.70557, -0.92603, 2.94361], [-1.79964, -0.22676, 2.29156], [-1.80476, 0.29820, 1.06909], [-3.07579, 0.82099, 0.81656], [-3.83165, 0.61761, 1.90975], [-3.01874, -0.04020, 2.81746], [2.58250, -1.55346, 2.58160], [2.18541, -2.75917, 4.71820], [-0.10085, -2.81112, 5.70310], [-1.93186, -1.67809, 4.55872], [-3.31572, 1.31584, -0.10931], [-4.85031, 0.88396, 2.13151], [-3.28898, -0.32669, 3.74252], [3.09482, 5.68080, 0.70520], [2.98414, 4.37126, 1.25876], [3.61072, 4.03062, 2.49348], [1.36857, 3.95409, 1.35033], [1.13806, 3.03095, 0.51505], [-0.05383, 2.41411, 0.36981], [2.23981, 2.53311, -0.32098], [2.19573, 1.56553, -1.29806], [3.38207, 1.23389, -1.94866], [4.56480, 1.88277, -1.60192], [4.59918, 2.86743, -0.61416], [3.40843, 3.17474, 0.01057], [1.25076, 1.12226, -1.66359], [3.38246, 0.50064, -2.74326], [5.47919, 1.62066, -2.11894], [5.52346, 3.36768, -0.35320]]
}



3.
{
  "formula": "C35H26Cl2N8O4Rb",
  "method": "the ωB97M-V functional and the def2-TZVPD basis",
  "energy_ha": -3033.02105,
  "total_charge": -1,
  "homo_ev": -3.616,
  "species": ["Rb", "Cl", "C", "C", "C", "N", "C", "O", "C", "C", "C", "C", "C", "N", "C", "C", "C", "Cl", "N", "C", "O", "C", "C", "C", "C", "C", "N", "H", "H", "H", "H", "H", "H", "H", "H", "H", "H", "C", "C", "C", "C", "N", "C", "C", "C", "C", "C", "C", "N", "C", "C", "C", "C", "C", "N", "H", "H", "H", "H", "H", "H", "H", "H", "H", "H", "H", "N", "C", "C", "O", "O", "H", "H", "H", "H", "H"],
  "xyz": [[0.28409, 0.71019, -0.07822], [1.81081, 5.83531, -5.53914], [2.03348, 4.66722, -4.26000], [1.02862, 3.75660, -4.00221], [1.11919, 2.79481, -2.98900], [0.02198, 1.97335, -2.67517], [-0.82368, 1.65542, -3.63549], [-0.76802, 1.80223, -4.87405], [-2.09377, 0.93949, -3.16149], [-2.76753, 0.14471, -4.09547], [-3.91241, -0.52735, -3.71955], [-4.38673, -0.36728, -2.42247], [-3.67364, 0.45984, -1.57304], [-2.54875, 1.09122, -1.91547], [2.30575, 2.77053, -2.20194], [3.31939, 3.68668, -2.50789], [3.19460, 4.62818, -3.50842], [4.50885, 5.74132, -3.79632], [2.41145, 1.97275, -1.05461], [3.60004, 1.55521, -0.65760], [4.69365, 1.52586, -1.25619], [3.65302, 1.01705, 0.78593], [4.87561, 0.51039, 1.23474], [4.98397, 0.04520, 2.52981], [3.87086, 0.10306, 3.35967], [2.70225, 0.62415, 2.83395], [2.58457, 1.07045, 1.58511], [0.14172, 3.77895, -4.61609], [-2.35730, 0.09622, -5.09429], [-4.43581, -1.16342, -4.42364], [-5.28710, -0.86085, -2.08016], [-4.02050, 0.62283, -0.55507], [4.23431, 3.65348, -1.93595], [5.69919, 0.50842, 0.53505], [5.92342, -0.35335, 2.89497], [3.90484, -0.24477, 4.38406], [1.80284, 0.67459, 3.44229], [-3.56626, 2.99932, 1.26985], [-4.29122, 2.43692, 2.30601], [-3.83697, 1.27063, 2.90396], [-2.65330, 0.70098, 2.44452], [-1.97295, 1.23759, 1.43568], [-2.40897, 2.35106, 0.85959], [-2.05617, -0.53810, 3.05183], [-2.59646, -1.11193, 4.19876], [-1.98372, -2.23278, 4.72799], [-0.85639, -2.74144, 4.11369], [-0.37362, -2.11211, 2.96642], [-0.97380, -1.03852, 2.45515], [0.87155, -2.59946, 2.28045], [1.50505, -3.77738, 2.66432], [2.67866, -4.14983, 2.02961], [3.19009, -3.34128, 1.03260], [2.48130, -2.19683, 0.70020], [1.35400, -1.83598, 1.30116], [-3.89037, 3.90426, 0.77532], [-5.20918, 2.89757, 2.64875], [-4.40482, 0.82425, 3.70713], [-1.83315, 2.71026, 0.01107], [-3.46569, -0.69167, 4.68184], [-2.37611, -2.70008, 5.62212], [-0.35888, -3.60250, 4.53266], [1.09459, -4.41275, 3.43489], [3.18138, -5.06593, 2.31190], [4.10530, -3.58560, 0.51202], [2.83877, -1.53802, -0.08542], [-1.06895, -1.67043, -1.56263], [-1.67485, -2.92738, -1.99294], [-0.96160, -4.13964, -1.40381], [-1.32395, -5.27029, -1.59772], [0.06266, -3.83299, -0.60933], [-1.68548, -1.17587, -0.93148], [-0.91256, -1.05152, -2.35165], [0.11403, -2.84844, -0.62435], [-1.65205, -3.03327, -3.07811], [-2.72318, -3.00950, -1.69868]]
}